Computed, not measured: one molecule with the formula C6H11BO in a non-equilibrium geometry, with ωB97M-V with the def2-TZVPD basis set.

```
19
Properties=species:S:1:pos:R:3:forces:R:3
O 0.772 -0.692 1.722 1.5 -0.1 1.9
C -0.365 -2.172 -1.184 -0.1 1.1 2.2
C 0.271 1.193 0.352 -0.2 -1.2 -1.0
C -1.770 -2.342 1.015 -2.0 -1.2 -2.8
C -0.796 -1.693 0.033 1.9 0.4 -0.4
C 1.108 3.116 -0.877 1.5 0.7 -1.2
C 0.877 1.644 -0.758 -0.6 0.2 0.8
B 0.005 -0.359 0.675 -0.1 0.0 -1.2
H -0.499 -3.129 -1.669 -0.6 -0.2 0.4
H -1.895 -3.502 0.849 0.4 2.2 0.3
H 0.173 1.875 1.208 -0.3 0.0 -0.4
H 1.181 0.941 -1.548 -0.3 0.5 0.1
H -1.605 -2.148 2.083 -0.2 0.3 -0.5
H -2.755 -1.877 0.535 1.4 -1.0 1.9
H 1.402 0.020 2.036 -1.3 -1.2 -0.6
H 2.163 3.439 -1.048 -0.5 -0.6 0.2
H 0.589 3.595 -1.710 -0.2 -0.4 -0.2
H 0.774 3.660 -0.019 -0.3 0.1 0.8
H 0.370 -1.571 -1.695 0.0 0.3 -0.3
```
Positions in Å, forces in eV/Å.

## Properties
Relative energy (zero: lowest compared OMol25 entry of this formula, charge and spin) (kcal per mole): 32.4
Max |F| (eV/Å): 3.7
E (eV): -9123.2871
HOMO-LUMO gap (eV): 9.7
Spin multiplicity: 1
SMILES string: C=C(C)B(O)/C=C/C

Computed, not measured: an isolated ion of composition C10H15N2O and charge +1 in a non-equilibrium geometry, with ωB97M-V with the def2-TZVPD basis set.

```
28
Properties=species:S:1:pos:R:3:forces:R:3
O -0.985 1.632 0.123 0.9 -0.8 -0.5
N -2.234 -0.506 0.192 4.0 -1.9 0.3
N 0.307 -0.317 0.262 -1.4 2.1 -1.0
C -2.669 -1.295 -0.965 -1.9 0.9 -1.7
C 1.313 1.874 -0.461 -0.9 1.4 0.2
C 0.156 0.996 -0.048 0.5 -1.5 1.4
C -2.184 0.901 0.308 -2.0 -0.3 0.5
C -0.842 -1.025 0.845 -2.0 3.4 0.1
C 1.667 -0.871 0.511 -0.3 0.5 1.5
C 2.745 1.293 -0.286 -1.3 1.7 0.4
C -3.606 1.242 0.416 -0.1 -0.7 0.5
C -2.999 0.157 1.372 0.4 1.1 -0.4
C 2.518 0.370 0.896 0.8 -2.1 0.3
H -0.703 -2.040 0.720 0.0 -2.1 -0.2
H 3.051 0.952 -1.273 0.5 -0.8 0.5
H -4.428 1.130 -0.290 0.5 -0.4 -0.5
H 1.941 0.869 1.661 -0.2 0.6 0.2
H 1.250 2.765 0.282 -0.3 -1.1 -1.6
H -0.973 -0.662 1.896 0.0 -0.8 -0.7
H 1.021 2.151 -1.516 0.6 0.3 1.1
H 3.374 0.030 1.469 0.6 -0.1 -0.5
H 1.549 -1.661 1.323 0.2 1.3 -0.7
H -3.854 1.996 1.119 0.1 1.1 0.3
H -2.246 -0.931 -1.915 0.2 0.1 0.5
H 3.372 2.185 -0.005 -0.4 -1.1 -0.3
H -2.405 -2.333 -0.893 0.0 -0.4 0.5
H -3.789 -1.178 -1.136 1.4 -0.3 0.6
H 2.063 -1.401 -0.321 0.1 -0.3 -1.0
```
Positions in Å, forces in eV/Å.

## Properties
Relative energy (zero: lowest compared OMol25 entry of this formula, charge and spin) (kcal per mole): 117.2
Max |F| (eV/Å): 4.5
Total charge: +1
E (eV): -15628.4325
HOMO-LUMO gap (eV): 8.6
Spin multiplicity: 1

Computed, not measured: C41H48CsN11S as an isolated structure, with ωB97M-V with the def2-TZVPD basis set.

```
102
Properties=species:S:1:pos:R:3:forces:R:3
Cs -0.239 -1.017 0.421 0.0 0.4 -0.6
S -2.395 1.752 -1.318 0.0 0.1 0.0
N -0.623 -2.644 2.927 0.0 -0.2 0.2
N 0.104 -3.633 3.268 0.0 0.0 0.0
N -3.642 4.114 -1.247 0.0 0.0 0.0
N 1.452 -3.395 1.279 -0.1 0.0 0.1
N 3.021 -2.627 -4.053 0.0 0.0 0.0
N -1.279 -0.790 -4.215 0.0 0.0 0.0
N 3.014 0.292 0.297 0.0 0.0 0.0
N 0.974 1.991 0.966 0.0 0.0 0.0
N 1.485 -2.253 -2.286 0.0 0.0 0.1
N -2.308 -0.387 2.541 0.1 -0.1 0.1
N -4.889 2.345 -2.030 0.0 0.0 0.0
C -2.403 4.715 -0.793 0.0 0.0 0.0
C -4.833 4.877 -0.901 0.0 0.0 0.1
C -4.324 0.650 1.637 0.0 0.0 0.0
C 2.686 -0.375 -3.116 0.0 0.0 0.0
C 3.246 -5.214 2.389 0.0 0.0 0.0
C 1.478 4.446 2.180 0.0 0.0 0.0
C -3.689 3.027 2.906 0.0 0.0 0.0
C -5.155 1.751 1.506 0.0 0.0 0.0
C 4.649 1.873 1.109 0.0 0.0 0.0
C 5.352 -0.229 0.203 0.0 0.0 0.0
C 2.373 -1.850 -3.118 0.0 0.1 0.0
C 2.127 -4.819 3.082 0.0 0.0 0.0
C 3.465 -4.694 1.115 0.1 0.0 0.0
C -3.744 -1.193 4.323 0.0 0.0 0.0
C 3.917 3.978 2.048 0.0 0.0 0.0
C -2.857 1.924 3.040 0.0 0.0 0.0
C 3.323 1.479 0.854 0.0 0.0 0.0
C -1.754 -2.466 3.680 0.0 0.0 0.0
C 4.922 3.147 1.711 0.0 0.0 0.0
C -0.007 2.792 1.317 0.0 0.0 0.0
C 5.675 0.977 0.765 0.0 0.0 0.0
C -2.120 -3.413 4.678 0.0 0.0 0.0
C 3.314 -4.970 -3.170 0.0 0.0 0.0
C -3.164 0.710 2.419 0.0 0.0 0.0
C 1.236 -3.904 2.495 0.0 0.0 0.1
C 3.997 -0.522 -0.012 0.0 0.0 0.0
C 2.546 -3.789 0.623 -0.1 -0.1 0.0
C -1.432 -1.162 -3.123 -0.1 -0.1 0.0
C 0.196 4.036 1.938 0.0 0.0 0.0
C -3.690 2.787 -1.529 -0.1 -0.1 -0.1
C -4.042 -2.125 5.261 0.0 0.0 0.0
C 4.175 -2.129 -4.789 0.0 0.0 0.0
C -2.585 -1.296 3.452 0.0 0.0 0.0
C -4.848 2.946 2.145 0.0 0.0 0.0
C 5.498 -2.230 -4.034 0.0 0.0 0.0
C -5.576 3.113 -3.060 0.0 0.0 -0.1
C 2.675 -4.032 -4.192 0.0 0.0 0.0
C 2.549 3.612 1.813 0.0 0.0 0.0
C -5.128 0.915 -2.118 0.0 0.0 0.0
C 2.239 2.381 1.213 0.0 0.0 0.0
C -3.227 -3.272 5.452 0.0 0.0 0.0
H 5.954 3.421 1.893 0.0 0.0 0.0
H 1.895 -5.195 4.068 0.0 0.0 0.0
H -3.487 -4.014 6.194 0.0 0.0 0.0
H 6.112 -0.950 -0.067 0.0 0.0 0.0
H -4.809 0.428 -1.202 0.0 0.0 0.0
H -4.584 0.462 -2.953 0.0 0.0 0.0
H 5.439 -1.705 -3.079 0.0 0.0 0.0
H -5.522 2.573 -4.011 0.0 0.0 0.0
H 3.709 -1.466 -0.463 0.0 0.0 0.0
H -5.514 3.796 2.069 0.0 0.0 0.0
H -1.108 -0.426 -5.126 0.0 0.0 0.0
H 5.763 -3.267 -3.831 0.0 0.0 0.0
H 3.997 -1.094 -5.078 0.0 0.0 0.0
H 4.238 -2.697 -5.719 0.0 0.0 0.0
H 4.323 -4.983 0.522 0.0 0.0 0.0
H -1.558 4.301 -1.337 0.0 0.0 0.0
H -5.044 5.655 -1.640 0.0 0.0 0.0
H -6.629 3.264 -2.811 0.0 0.0 0.0
H 2.965 -4.337 -5.199 0.0 0.0 0.0
H -4.386 -0.331 4.210 0.0 0.0 0.0
H 1.587 -4.122 -4.148 0.0 0.0 0.0
H -2.460 5.791 -0.964 0.0 0.0 0.0
H -2.255 4.528 0.275 0.0 0.0 0.0
H -1.961 1.977 3.649 0.0 0.0 0.0
H -5.104 4.081 -3.198 0.0 0.0 0.0
H 4.121 4.937 2.510 0.0 0.0 0.0
H 1.301 -3.251 -2.349 0.0 0.0 0.0
H 4.400 -4.967 -3.255 0.0 0.0 0.0
H 2.123 0.086 -2.310 0.0 0.0 0.0
H 2.669 -3.359 -0.366 0.0 0.0 0.0
H 3.747 -0.168 -2.965 0.0 0.0 0.0
H 3.940 -5.922 2.825 0.0 0.0 0.0
H 3.053 -4.688 -2.150 0.0 0.0 0.0
H -3.443 3.949 3.421 0.0 0.0 0.0
H -1.476 -4.272 4.796 0.0 0.0 0.0
H 1.684 5.399 2.655 0.0 0.0 0.0
H 2.967 -5.992 -3.333 0.0 0.0 0.0
H -4.565 -0.287 1.149 0.0 0.0 0.0
H 2.391 0.078 -4.065 0.0 0.0 0.0
H 6.706 1.250 0.954 0.0 0.0 0.0
H -5.693 4.217 -0.818 0.0 0.0 0.0
H -6.056 1.673 0.907 0.0 0.0 0.0
H 6.304 -1.782 -4.618 0.0 0.0 0.0
H -4.676 5.352 0.067 0.0 0.0 0.0
H -6.199 0.762 -2.260 0.0 0.0 0.0
H -1.012 2.445 1.103 0.0 0.0 0.0
H -4.924 -1.987 5.877 0.0 0.0 0.0
H -0.656 4.641 2.221 0.0 0.0 0.0
```
Positions in Å, forces in eV/Å.

## Properties
Relative energy (zero: lowest compared OMol25 entry of this formula, charge and spin) (kcal per mole): 18.0
Max |F| (eV/Å): 0.7
E (eV): -71069.3329
HOMO-LUMO gap (eV): 5.9
Spin multiplicity: 1

Computed, not measured: one molecule with the formula C20H38N2O2, with ωB97M-V with the def2-TZVPD basis set.

```
62
Properties=species:S:1:pos:R:3:forces:R:3
O 0.616 2.353 -2.030 0.1 0.0 -0.3
O 1.012 -2.260 2.263 0.1 0.0 -0.1
N 0.266 -2.882 -0.701 0.0 0.2 0.0
N -0.418 -0.063 -0.773 0.0 0.0 0.2
C 0.905 -0.489 -0.341 0.1 -0.1 -0.1
C 0.893 -1.848 3.612 0.1 0.3 0.1
C -1.736 1.435 -4.829 0.3 0.0 -0.2
C -0.688 1.221 -3.742 -0.3 0.2 0.3
C -1.406 -1.048 -0.374 0.0 -0.2 -0.1
C 0.108 3.575 -4.035 -0.3 0.0 0.4
C 0.095 -3.243 1.848 -0.1 -0.3 -0.3
C 2.194 -1.133 3.977 -0.2 -0.4 0.1
C 0.182 2.372 -0.699 -0.1 -0.1 0.3
C -0.325 -0.434 5.295 0.0 0.2 -0.1
C 0.457 -3.741 0.435 -0.1 0.1 0.5
C -0.296 -0.908 3.846 0.0 -0.4 0.0
C -0.386 2.538 -3.023 0.2 -0.1 -0.4
C 0.978 0.272 5.659 0.0 -0.3 0.2
C -0.787 1.252 -0.290 0.1 0.1 -0.2
C -0.932 3.791 -5.130 0.2 -0.1 -0.1
C 2.166 -0.656 5.425 0.0 0.3 -0.2
C -1.068 -2.412 -0.991 -0.1 0.1 0.0
C -1.255 2.477 -5.835 -0.3 0.1 0.1
C 1.238 -1.845 -0.968 0.1 0.2 0.1
H 1.511 -4.030 0.448 0.0 -0.1 0.0
H -1.305 2.918 -2.553 0.0 0.0 0.0
H -0.311 3.332 -0.466 0.1 -0.1 0.0
H -0.560 4.521 -5.852 -0.1 0.1 0.0
H -2.670 1.775 -4.374 -0.1 0.0 0.0
H -1.781 1.471 -0.695 0.0 0.0 0.1
H -0.358 2.107 -6.336 0.0 0.0 -0.1
H 0.139 -4.103 2.537 0.0 0.1 -0.1
H -2.388 -0.728 -0.738 0.0 0.0 0.0
H -1.143 -2.310 -2.081 -0.1 0.0 0.0
H -0.466 -1.296 5.952 -0.1 0.0 0.1
H 2.217 -2.175 -0.618 0.0 0.0 0.0
H -1.938 0.491 -5.339 -0.1 0.0 0.0
H 0.950 0.585 6.705 0.0 0.1 0.0
H 1.042 3.214 -4.468 0.1 0.0 0.0
H -0.867 1.281 0.816 0.0 0.0 -0.1
H 0.241 0.859 -4.185 0.1 -0.1 0.0
H -0.198 -0.050 3.176 0.0 0.0 -0.1
H -0.142 -4.643 0.261 0.1 0.0 0.1
H 0.773 -2.740 4.252 0.0 0.1 0.0
H -1.232 -1.419 3.608 0.0 0.0 -0.1
H 3.097 -0.137 5.658 0.0 -0.1 0.1
H -1.171 0.240 5.444 0.0 -0.1 0.1
H -1.845 4.197 -4.686 -0.1 0.1 0.0
H -1.463 -1.125 0.727 0.0 0.0 0.0
H 2.088 -1.520 6.089 0.0 0.0 0.1
H -1.017 0.480 -3.013 0.1 0.0 0.0
H -1.794 -3.158 -0.662 0.0 0.0 0.0
H 2.319 -0.283 3.303 0.0 0.1 -0.1
H 1.634 0.240 -0.697 0.1 0.0 0.0
H 0.319 4.514 -3.519 0.1 0.0 0.0
H 1.100 2.314 -0.108 -0.1 0.0 0.0
H 0.968 -0.565 0.755 0.0 0.1 -0.1
H -0.936 -2.862 1.861 0.1 0.0 0.0
H 3.031 -1.814 3.811 0.0 0.0 -0.1
H 1.089 1.166 5.043 0.0 0.1 0.0
H 1.275 -1.716 -2.056 0.1 0.1 0.0
H -2.021 2.643 -6.597 0.1 0.0 -0.1
```
Positions in Å, forces in eV/Å.

## Properties
Relative energy (zero: lowest compared OMol25 entry of this formula, charge and spin) (kcal per mole): 4.5
Max |F| (eV/Å): 0.5
E (eV): -28431.6327
HOMO-LUMO gap (eV): 8.7
Spin multiplicity: 1
SMILES string: C1CCC(OCCN2CCN(CCOC3CCCCC3)CC2)CC1